ORCA calculation (ωB97M-V with the def2-TZVPD basis set) on an isolated molecule of C3H7N3S in a non-equilibrium geometry.

The geometry in ORCA input format:
```
! RIJCOSX wB97M-V def2-TZVPD def2/J DEFGRID3
* xyz 0 1
C -1.76627 -0.60169 -0.52087
N -0.51515 -0.09214 -0.05923
N 0.08618 -0.67088 1.00586
C -0.16357 1.21971 -0.31359
N 1.07192 1.56035 0.08801
C 2.16512 0.70696 0.26274
S 2.62116 -0.71434 -0.48619
H -1.61365 -1.27799 -1.39114
H -2.11012 -0.95556 0.41705
H -2.55670 0.40735 -0.71485
H 1.12213 -1.03116 0.80684
H -0.49179 -1.48670 1.19177
H -0.85645 1.80780 -1.08627
H 3.00720 1.12828 0.79988
*
```

Values from the calculation:
LUMO level	-0.003	Ha
SMILES	CN(N)/C=N\C=S
orbital gap	8.238	eV

ORCA calculation (ωB97M-V with the def2-TZVPD basis set) on an isolated molecule of C3H7N3S in a non-equilibrium geometry.

The geometry in ORCA input format:
```
! RIJCOSX wB97M-V def2-TZVPD def2/J DEFGRID3
* xyz 0 1
C 0.84477 0.97875 0.96755
C 0.86520 0.34703 -0.46545
C -0.97467 -1.07621 -1.40657
N -0.38976 0.43899 1.59012
N -0.54945 -0.07394 -0.49626
N -1.11106 -0.09619 0.67751
S -0.46242 0.75692 3.29636
H 1.74420 0.46131 1.55486
H 0.77777 2.04889 1.02176
H 1.03716 0.83749 -1.31588
H 1.55850 -0.50227 -0.49523
H -0.63382 -0.83016 -2.42301
H -0.65710 -1.99635 -1.11886
H -2.04932 -1.29426 -1.38690
*
```

Values from the calculation:
LUMO level	0.010	Ha
orbital gap	7.794	eV

Highest occupied orbital energy / eV: -8.3 -7.5
Energy relative to the best compared isomer or geometry (same formula, charge and spin) / eV: 4.252 3.933